(1)
55
Properties=species:S:1:pos:R:3:lowdin_charge:R:1 method="wB97M-V/def2-TZVPD" smiles="CSc1ccccc1OCc1cc(C(=O)N2CCN(c3ccccc3)C[C@@H]2C)no1" de_lowest_kcal_mol=70.5 homo_lumo_gap_ev=8.33 largest_force_ev_per_a=1.13 e_tot_ha=-1679.571931
C 2.95523 -5.02544 0.11367 -0.37
H 2.43259 -5.21363 1.04571 0.03
H 2.39166 -4.33236 -0.50067 0.02
H 3.13304 -5.95863 -0.41252 0.04
S 4.55490 -4.28783 0.57323 0.89
C 5.30929 -4.08561 -1.02487 -0.47
C 6.51545 -4.71193 -1.28340 -0.10
C 7.14599 -4.54524 -2.50459 -0.09
C 6.55858 -3.75114 -3.47103 -0.08
C 5.35495 -3.11028 -3.22138 -0.02
C 4.72447 -3.25938 -1.99364 -0.27
O 3.55263 -2.65422 -1.64066 -0.08
C 2.97346 -1.72475 -2.51674 -0.11
C 1.77681 -1.15684 -1.83340 -0.21
C 1.27713 -1.32098 -0.57622 0.08
C 0.11615 -0.50124 -0.56515 -0.17
N -0.03703 0.07931 -1.73027 0.10
O 0.98426 -0.31961 -2.52425 0.04
C -0.81343 -0.43842 0.59544 -0.39
O -0.88498 -1.41289 1.32917 0.07
N -1.51826 0.68946 0.81542 -0.01
C -1.56534 1.85909 -0.03168 -0.11
H -0.91241 1.72010 -0.89082 0.10
H -1.23653 2.72884 0.54703 0.12
C -3.01305 2.06449 -0.50493 -0.13
N -3.92398 2.17952 0.60811 -0.09
C -4.22404 3.41370 1.16963 -0.24
C -5.26385 3.52077 2.10179 -0.03
C -5.61769 4.73994 2.64081 -0.09
C -4.95901 5.89846 2.26305 -0.11
C -3.94272 5.81268 1.32940 -0.09
C -3.57514 4.59377 0.79066 -0.04
H -2.76622 4.57451 0.07683 0.10
H -3.41768 6.70452 1.01820 0.10
H -5.23759 6.85136 2.68585 0.10
H -6.42456 4.78698 3.35781 0.10
H -5.81817 2.64211 2.39381 0.10
C -3.86878 0.98867 1.42416 -0.11
H -4.53847 1.07309 2.27691 0.11
C -2.44140 0.71696 1.94322 -0.28
C -2.01424 1.73879 2.99557 -0.02
H -2.61160 1.60489 3.89357 0.09
H -2.15457 2.75904 2.64669 0.07
H -0.96782 1.59211 3.25268 0.09
H -2.40882 -0.28432 2.38536 0.14
H -4.18983 0.13848 0.81140 0.13
H -3.09083 2.93784 -1.15042 0.12
H -3.31133 1.18501 -1.08708 0.13
H 1.65612 -1.91394 0.22702 0.12
H 2.66073 -2.20086 -3.45928 0.15
H 3.67847 -0.91374 -2.75762 0.15
H 4.92228 -2.48781 -3.98907 0.11
H 7.03567 -3.61854 -4.43030 0.10
H 8.08646 -5.03677 -2.69871 0.10
H 6.95305 -5.32812 -0.51350 0.10


(2)
62
Properties=species:S:1:pos:R:3:lowdin_charge:R:1 method="wB97M-V/def2-TZVPD" de_lowest_kcal_mol=3.4 homo_lumo_gap_ev=5.48 largest_force_ev_per_a=3.39 e_tot_ha=-1862.944294 charge=-1
O -4.92193 -1.97358 -3.75957 0.10
O -8.06269 -4.98031 0.72263 0.09
O 6.60858 3.58068 0.79392 0.02
O 3.57279 -0.42359 3.19895 -0.09
O 4.41745 0.99439 -2.41721 0.04
O -0.15323 3.11365 -2.02732 0.06
O 2.80513 -2.10915 1.98579 -0.09
O 1.60594 2.48995 -0.90148 0.07
O -5.20264 -4.17881 -3.36260 0.12
O -7.99164 -3.58513 2.49560 0.11
C -5.18450 -2.88038 -2.98641 -0.47
C -7.63704 -3.96214 1.24454 -0.47
C 5.44620 3.50937 0.41346 -0.56
C 3.35855 -0.99387 2.10521 -0.77
C 5.31739 0.54405 -1.71220 -0.45
C -0.75888 0.73790 2.01033 -0.03
C -6.36034 -3.39768 -0.84646 0.05
C -5.00536 -1.39791 -0.97438 0.07
C -6.18191 -1.92952 1.05910 0.05
C 0.06958 1.35557 1.07337 0.03
C -2.13668 0.67335 1.79643 -0.02
C -1.85380 1.82794 -0.30560 0.05
C -5.51729 -2.55452 -1.58987 -0.12
C -6.71650 -3.09424 0.48053 -0.12
C -5.33397 -1.07801 0.34896 -0.22
C -0.45734 1.91521 -0.11048 -0.14
C -2.70158 1.21856 0.63215 -0.19
N 6.05572 -0.46114 -2.19551 0.03
N -4.86419 0.05978 1.00963 0.01
N 4.91953 2.42671 -0.14465 0.12
N 0.38099 2.54014 -1.06802 -0.33
C 4.53128 4.70209 0.54372 0.00
C 7.17401 -1.15036 -1.55284 -0.07
C -4.19280 1.21407 0.38277 -0.14
C 3.76412 -0.26244 0.81653 -0.12
C 5.22784 0.20435 0.84596 -0.13
C 5.60993 1.14270 -0.31764 -0.20
H -4.92995 -4.16443 -4.29196 0.13
H -8.58618 -4.28687 2.79939 0.13
H -0.31218 0.29532 2.89829 0.12
H -6.75555 -4.29765 -1.31431 0.13
H -4.33362 -0.76005 -1.53930 0.12
H -6.43665 -1.67295 2.08198 0.12
H 1.13586 1.38148 1.28479 0.11
H -2.75644 0.18384 2.53983 0.11
H -2.29528 2.24595 -1.20559 0.12
H 5.75971 -0.78668 -3.10225 0.14
H -5.12002 0.16242 1.98956 0.13
H 3.96929 2.46844 -0.48585 0.11
H 3.67465 4.42349 1.15491 0.08
H 4.19585 5.00274 -0.44638 0.08
H 5.07868 5.51464 1.01759 0.08
H 7.74973 -1.69421 -2.30209 0.08
H 6.79535 -1.86534 -0.82004 0.08
H 7.83413 -0.43976 -1.05427 0.08
H -4.39468 1.24263 -0.69232 0.12
H -4.61565 2.13379 0.79982 0.13
H 3.61877 -0.91481 -0.04788 0.11
H 3.11736 0.60603 0.69146 0.08
H 5.42009 0.73685 1.77825 0.12
H 5.87299 -0.67244 0.83745 0.10
H 6.68301 1.31989 -0.25842 0.13


(3)
55
Properties=species:S:1:pos:R:3:lowdin_charge:R:1 method="wB97M-V/def2-TZVPD" homo_lumo_gap_ev="6.37 / 6.37" largest_force_ev_per_a=0.62 e_tot_ha=-1702.994553 charge=+1
Pt 0.11593 1.12107 1.26638 0.87
C 4.75605 -0.20617 0.91114 0.00
N 3.87998 -0.31207 2.07235 -0.09
C 4.28886 -0.33655 3.39246 0.00
C 3.18579 -0.41340 4.15521 0.00
N 2.09426 -0.44229 3.29369 0.02
C 2.54354 -0.36994 2.00904 -0.63
S 1.64166 -0.40949 0.55184 0.69
C 0.74522 -0.61170 3.68269 -0.24
C 0.43486 -1.12850 4.93017 0.03
C -0.89440 -1.34280 5.24180 -0.02
C -1.86711 -1.07754 4.29204 -0.02
C -1.47377 -0.55848 3.07742 -0.09
N -0.18777 -0.29604 2.78458 -0.09
H 5.78370 -0.24066 1.26059 0.10
H 4.56697 0.73736 0.40252 0.08
H 4.57283 -1.03356 0.23050 0.10
H 5.32668 -0.28147 3.66506 0.14
H 3.08829 -0.43003 5.22323 0.13
H 1.20865 -1.38952 5.63507 0.12
H -1.15934 -1.73761 6.21267 0.13
H -2.91379 -1.25852 4.48555 0.12
H -2.17345 -0.31874 2.28620 0.09
C -3.05650 4.14098 -1.90447 -0.08
C -3.26964 3.43745 -0.72940 -0.09
C -2.19301 3.02440 0.03962 -0.06
C -0.88834 3.29253 -0.37151 -0.30
C -0.67841 4.00842 -1.55332 -0.01
C -1.75759 4.42713 -2.30937 -0.06
N 0.18836 2.82078 0.41360 -0.20
C 1.35830 3.62648 0.42022 -0.33
C 1.28142 4.94769 0.85418 -0.02
C 2.42483 5.72733 0.89210 -0.07
C 3.64774 5.20617 0.49046 -0.09
C 3.71853 3.89611 0.04128 -0.09
C 2.57921 3.10442 0.00478 -0.06
H -3.89668 4.47983 -2.49495 0.11
H -4.27811 3.23428 -0.39242 0.11
H -2.35241 2.52472 0.98961 0.09
H 0.33120 4.21965 -1.87997 0.12
H -1.58552 4.97644 -3.22510 0.11
H 0.32819 5.35342 1.16750 0.12
H 2.36010 6.75009 1.23861 0.11
H 4.53615 5.82179 0.51668 0.10
H 4.66263 3.49494 -0.30596 0.10
H 2.61724 2.09040 -0.37050 0.06
C -4.57134 -0.41975 0.32609 -0.08
C -3.51919 -0.21224 -0.74380 -0.30
O -2.19373 -0.38930 -0.22838 -0.14
H -5.57272 -0.25413 -0.07222 0.08
H -4.41777 0.27992 1.15053 0.07
H -4.53526 -1.43674 0.72221 0.07
H -3.55062 0.80691 -1.12550 0.09
H -3.68105 -0.88177 -1.59221 0.12
H -1.99664 -1.33172 -0.23136 0.08